Run 1
20
Properties=species:S:1:pos:R:3:lowdin_charge:R:1 method="wB97M-V/def2-TZVPD" orbital_gap_ev=9.58 homo_energy_ev=-10.01
C -0.074 -2.163 1.089 -0.22
C -1.115 -1.190 0.554 -0.37
Si -0.213 0.598 0.413 0.41
Si 1.738 0.933 1.626 0.49
Cl -1.800 2.329 1.361 -0.09
C 0.207 0.495 -1.437 -0.39
C -0.877 1.113 -2.358 -0.19
H 0.377 -1.950 2.097 0.08
H -0.432 -3.130 0.933 0.04
H 0.888 -1.991 0.534 0.06
H -2.003 -1.027 1.269 0.08
H -1.370 -1.537 -0.477 0.07
H 2.401 1.892 0.633 -0.09
H 1.354 1.233 2.964 -0.14
H 2.848 -0.106 2.095 -0.08
H 1.044 1.187 -1.685 0.06
H 0.560 -0.537 -1.578 0.07
H -1.914 0.559 -2.451 0.11
H -1.088 2.053 -2.095 -0.01
H -0.529 1.238 -3.487 0.11

Run 2
20
Properties=species:S:1:pos:R:3:lowdin_charge:R:1 method="wB97M-V/def2-TZVPD" orbital_gap_ev="7.24 / 7.24" homo_energy_ev="-7.61 / -7.61"
C 0.847 -2.257 0.787 -0.25
Si -0.492 -1.791 -0.532 0.10
C -1.067 -3.526 -1.240 -0.27
Cl -2.043 -0.851 0.282 0.33
H 0.479 -2.544 1.820 0.05
H 1.314 -3.120 0.488 -0.03
H 1.582 -1.462 1.013 0.02
H 0.211 -1.255 -1.769 -0.01
H -1.217 -3.396 -2.325 0.00
H -0.105 -4.194 -1.247 0.05
H -1.895 -3.942 -0.599 0.03
C -0.197 2.034 -1.021 -0.30
Si -0.404 3.002 0.388 0.71
C 0.896 4.076 1.275 -0.27
H -0.702 2.069 -1.941 -0.06
H 0.614 1.357 -1.111 -0.07
H -1.394 2.829 1.426 -0.06
H 0.451 5.118 1.546 0.06
H 1.307 3.561 2.056 -0.04
H 1.816 4.294 0.705 0.02

Which is most stable, and by how much? run 1, by 17.1 kcal/mol.

Run 1
47
Properties=species:S:1:pos:R:3:lowdin_charge:R:1 method="wB97M-V/def2-TZVPD" orbital_gap_ev=6.19 charge=-2 homo_energy_ev=-1.77
S 7.214 9.685 13.351 0.08
O 5.909 10.266 13.100 -0.44
O 7.627 9.976 14.743 -0.46
O 7.060 8.301 13.089 -0.42
O 8.239 10.222 12.414 -0.46
O 3.119 7.955 13.845 -0.06
H 3.875 8.394 13.454 0.01
H 2.368 8.481 13.571 0.01
O 1.915 11.539 13.238 -0.06
H 1.477 11.564 14.088 0.02
H 2.840 11.410 13.448 0.03
O 8.068 13.712 11.509 -0.07
H 8.162 13.671 10.557 0.01
H 8.248 12.820 11.806 0.01
O 10.480 8.008 10.377 -0.07
H 10.576 7.313 11.028 0.01
H 9.862 8.623 10.771 0.01
O 9.601 12.342 17.551 -0.05
H 10.464 11.977 17.743 0.02
H 9.209 11.721 16.937 0.02
O 9.652 5.939 13.300 -0.06
H 10.016 6.416 14.045 0.02
H 8.835 6.394 13.100 0.01
O 4.902 6.485 10.419 -0.05
H 5.447 6.681 11.182 0.03
H 4.016 6.402 10.772 0.02
O 6.068 5.410 15.250 -0.06
H 6.205 6.228 14.772 0.01
H 5.134 5.408 15.460 0.02
O 11.794 11.956 9.801 -0.05
H 12.750 11.932 9.785 0.02
H 11.562 11.696 10.693 0.04
O 8.765 11.525 7.800 -0.06
H 8.558 10.865 8.462 0.04
H 9.606 11.887 8.077 0.01
O 11.065 8.635 15.789 -0.05
H 11.229 8.543 16.728 0.02
H 10.164 8.954 15.733 0.02
O 6.799 9.503 18.682 -0.06
H 7.211 9.652 17.830 0.02
H 6.826 8.553 18.799 0.02
O 4.384 10.161 9.477 -0.06
H 4.459 9.207 9.448 0.01
H 4.650 10.396 10.366 0.02
O 5.465 13.279 15.706 -0.07
H 6.229 12.722 15.855 0.02
H 5.484 13.467 14.768 0.03

Run 2
47
Properties=species:S:1:pos:R:3:lowdin_charge:R:1 method="wB97M-V/def2-TZVPD" orbital_gap_ev=8.93 charge=-2 homo_energy_ev=-4.42
S 0.020 -0.216 0.346 0.46
O -0.103 1.208 0.267 -0.32
O 1.093 -0.734 -0.472 -0.33
O 0.351 -0.600 1.715 -0.33
O -1.296 -0.789 -0.119 -0.35
O 1.278 -3.504 -0.598 0.00
H 1.282 -2.589 -0.550 -0.05
H 1.713 -3.775 -1.385 0.01
O 2.298 -1.511 2.767 -0.11
H 1.553 -1.086 2.388 -0.12
H 3.069 -0.786 2.880 0.10
O 3.621 -0.162 -0.123 -0.10
H 2.684 -0.473 -0.262 -0.02
H 3.503 0.704 -0.548 -0.01
O -2.128 -3.038 0.551 -0.12
H -1.717 -3.500 -0.227 0.06
H -1.708 -2.112 0.458 -0.01
O -3.578 0.420 0.171 0.04
H -3.947 0.877 -0.414 -0.08
H -2.709 0.093 -0.117 0.01
O 0.592 3.191 1.785 -0.16
H 0.227 2.407 1.207 0.01
H 0.418 3.995 1.180 0.08
O -1.281 2.503 -1.725 -0.15
H -0.692 2.159 -2.359 -0.08
H -0.789 1.937 -0.888 0.07
O -0.785 -2.597 2.940 -0.03
H -1.127 -2.746 2.153 -0.12
H -0.253 -1.764 2.852 0.02
O -0.774 1.340 3.228 -0.12
H -0.330 0.589 2.731 0.01
H -0.005 2.005 3.160 0.06
O 0.138 0.646 -3.390 0.02
H 0.317 1.027 -4.209 0.04
H 0.903 0.309 -3.055 -0.04
O -3.067 2.407 2.032 -0.11
H -2.210 1.958 2.214 -0.01
H -3.294 1.928 1.243 -0.04
O 2.134 -1.060 -2.734 -0.03
H 1.951 -0.787 -1.767 0.02
H 1.404 -1.499 -2.897 -0.06
O 2.282 2.105 -1.087 -0.09
H 1.593 1.673 -0.605 -0.02
H 2.080 2.812 -1.828 0.13
O -1.819 -1.189 -2.578 -0.09
H -1.647 -1.340 -1.623 -0.02
H -1.247 -0.434 -2.708 -0.03

Which is most stable, and by how much? run 1, by 23.3 kcal/mol.

Run 1
16
Properties=species:S:1:pos:R:3:lowdin_charge:R:1 method="wB97M-V/def2-TZVPD" orbital_gap_ev=8.39 homo_energy_ev=-8.11
C 1.529 -1.434 0.918 0.00
C 1.556 -0.439 0.046 -0.21
C 1.062 0.953 0.283 -0.23
C -0.187 1.276 -0.566 -0.31
C -1.425 0.689 0.050 -0.34
Si -2.322 -0.664 -0.602 -0.17
Cl -2.000 -1.676 -2.295 0.32
Cl -3.856 -1.527 0.376 0.29
H 1.134 -1.291 1.912 0.06
H 1.929 -2.406 0.687 0.05
H 1.965 -0.599 -0.946 0.10
H 1.853 1.657 0.006 0.11
H 0.824 1.100 1.337 0.11
H -0.298 2.360 -0.631 0.10
H -0.046 0.892 -1.577 0.09
H -1.718 1.108 1.003 0.04

Run 2
16
Properties=species:S:1:pos:R:3:lowdin_charge:R:1 method="wB97M-V/def2-TZVPD" orbital_gap_ev=10.19 homo_energy_ev=-9.42
Cl -3.129 -1.399 0.586 0.47
C -1.531 -0.615 0.099 -0.71
C -0.925 -1.052 -0.981 -0.19
C 0.452 -0.479 -1.349 -0.20
C 1.463 0.087 -0.293 -0.29
C 0.830 1.086 0.590 -0.35
Si -0.790 0.539 1.458 0.10
Cl -0.490 -0.275 3.173 0.44
H -1.465 -1.862 -1.591 0.13
H 0.876 -1.154 -2.119 0.11
H 0.188 0.460 -1.831 0.10
H 1.591 -0.831 0.336 0.12
H 2.366 0.530 -0.677 0.11
H 1.645 1.473 1.385 0.13
H 0.678 1.887 -0.104 0.06
H -1.758 1.605 1.317 -0.02

Which is most stable, and by how much? run 1, by 11.1 kcal/mol.

Run 1
28
Properties=species:S:1:pos:R:3:lowdin_spin:R:1 method="wB97M-V/def2-TZVPD" orbital_gap_ev="9.27 / 6.22" s_squared=2.043 charge=+1 spin_multiplicity=3 homo_energy_ev="-12.25 / -13.23"
C 2.002 -0.972 1.254 0.11
C 3.371 -1.269 1.035 -0.02
C 3.260 -0.068 -0.942 -0.02
C 1.929 0.359 -0.761 0.18
C 1.258 -0.176 0.378 0.07
C -2.804 0.177 -0.914 0.01
C 1.346 1.380 -1.606 0.03
C -3.054 -0.811 -2.014 0.00
C -2.260 0.719 1.255 0.03
N 3.959 -0.839 -0.090 0.15
N -0.050 0.168 0.331 0.45
N -2.909 -0.156 0.310 0.02
N -0.544 -0.282 2.677 0.42
N -0.938 0.174 1.494 0.49
H 1.347 -1.634 1.904 0.00
H 4.024 -1.742 1.753 0.00
H 3.866 0.155 -1.829 0.00
H -2.495 1.172 -1.226 0.00
H 1.474 2.452 -1.207 0.01
H 1.626 1.143 -2.667 0.00
H 0.285 1.357 -1.681 0.01
H -2.893 -1.889 -1.723 0.00
H -4.054 -0.522 -2.267 0.00
H -2.372 -0.592 -2.837 0.00
H -2.863 0.906 2.145 0.00
H -1.990 1.699 0.812 0.02
H -0.976 -0.288 3.626 0.01
H 0.456 -0.620 2.787 0.01

Run 2
28
Properties=species:S:1:pos:R:3:lowdin_spin:R:1 method="wB97M-V/def2-TZVPD" orbital_gap_ev="7.70 / 7.07" s_squared=2.032 charge=+1 spin_multiplicity=3 homo_energy_ev="-11.20 / -13.25"
C 1.509 0.335 -0.193 0.05
C 2.517 -0.657 -0.073 0.16
C -0.567 0.227 -2.694 0.65
C -1.705 0.001 -0.420 0.07
C 1.131 1.975 -1.959 0.05
C 0.391 0.668 0.506 0.47
C -0.783 -0.275 0.764 0.05
C 2.766 -1.963 0.703 0.02
C -1.559 -0.040 2.138 0.02
N 3.454 -0.320 -1.053 -0.02
N 3.064 0.673 -1.764 0.15
N 1.972 1.097 -1.266 0.04
N -1.347 -0.298 -1.800 0.11
N 0.297 1.181 -2.935 0.11
H -2.545 -0.594 -0.067 0.01
H -1.893 1.061 -0.325 0.00
H 0.472 2.520 -1.332 0.00
H 1.770 2.700 -2.560 0.00
H 0.151 1.797 0.411 0.01
H -0.523 -1.317 0.489 0.00
H 3.719 -2.399 0.385 0.00
H 2.483 -1.951 1.786 0.00
H 2.095 -2.686 0.317 0.01
H -2.376 0.645 1.871 0.00
H -0.814 0.367 2.832 0.00
H -1.958 -0.968 2.497 0.00
H -1.690 -1.150 -2.134 0.02
H 0.693 1.328 -3.822 0.02

Which is most stable, and by how much? run 2, by 11.1 kcal/mol.